The following is a quantum chemistry calculation of a cluster of 2 separate species, C5H5O4PS in total, from OMol25.

largest force on an atom: 3.2 eV/Å
relative energy (zero: lowest compared OMol25 entry of this formula, charge and spin): 102.5 kJ/mol
frontier orbital gap: 5.997 eV
highest occupied orbital energy: -0.69 eV
net charge: -2

```
16
Properties=species:S:1:pos:R:3:forces:R:3
C 2.58089 0.93234 0.26995 0.4 -1.2 -1.4
C 1.24680 0.61094 0.65097 0.7 -1.8 -1.8
C 3.10082 -0.05767 -0.55172 -1.5 -0.1 0.6
C 0.67487 -0.55783 0.14152 0.3 -0.1 -0.7
C -1.94249 -1.35436 0.58048 -0.1 -0.3 0.2
O -4.08991 0.25342 -0.23978 0.2 -1.1 -0.4
O -2.15247 1.53902 0.67568 0.8 -0.1 0.9
O -1.89981 0.51925 -1.59192 -0.1 -1.5 0.7
O -1.89662 -1.70609 1.75127 -0.3 0.7 -0.8
P -2.59497 0.35046 -0.09897 -1.3 1.5 0.4
S 1.96784 -1.37556 -0.91911 -0.2 2.5 2.0
H 3.10700 1.89226 0.40383 -0.2 -0.6 0.4
H 0.66741 1.28290 1.17307 -1.5 1.3 1.2
H 4.10527 -0.23708 -0.72033 2.0 0.1 -0.8
H -1.81267 -2.17943 -0.18161 0.0 0.6 0.0
H -1.06196 0.08743 -1.34332 0.8 0.2 -0.6
```
Forces are in eV/Å.

***

The following is a quantum chemistry calculation of the ion C2N2O4S with charge -2, from OMol25.

largest force on an atom: 4.1 eV/Å
relative energy (zero: lowest compared OMol25 entry of this formula, charge and spin): 346.1 kJ/mol
frontier orbital gap: 6.153 eV
SMILES: O=C([O-])n1sn1C(=O)[O-]
highest occupied orbital energy: -0.18 eV
net charge: -2

```
9
Properties=species:S:1:pos:R:3:forces:R:3
O 2.50824 -0.52251 0.27117 -0.4 0.0 -0.4
C 1.63684 -0.14247 1.06790 -0.4 -0.5 0.2
O 1.70057 0.06336 2.28580 0.4 0.1 0.8
N 0.32328 0.27784 0.51610 -1.1 0.3 -0.7
S -1.17555 -0.00342 1.36482 0.5 0.1 -0.2
N -0.61036 -0.56289 -0.19513 0.5 0.2 -0.8
C -1.34298 0.17597 -1.52828 2.8 0.7 2.7
O -0.82564 1.21793 -1.83682 0.7 1.5 -0.5
O -2.21440 -0.50381 -1.94555 -3.0 -2.4 -1.2
```
Forces are in eV/Å.

***

The following is a quantum chemistry calculation of the ion C3H8NOS with charge +1, from OMol25.

largest force on an atom: 5.8 eV/Å
relative energy (zero: lowest compared OMol25 entry of this formula, charge and spin): 214.7 kJ/mol
frontier orbital gap: 9.502 eV
SMILES: C[NH2+][C@]1(C)OS1
highest occupied orbital energy: -14.01 eV
net charge: +1

```
14
Properties=species:S:1:pos:R:3:forces:R:3
C 1.10319 1.37967 -0.59061 -0.1 -0.1 -0.2
N 0.96995 -0.04656 -0.16940 -2.6 -1.7 -1.4
C -0.32734 -0.42438 0.64556 -0.1 1.5 -0.6
C -1.51849 -0.91334 -0.18402 0.4 -3.9 4.2
O -0.52865 0.52161 1.63213 0.2 -0.4 -0.3
S 0.09711 -0.97724 2.26100 -0.3 -0.1 -0.1
H 0.26444 1.61166 -1.24301 -0.6 0.0 0.5
H 1.10073 2.01125 0.33731 0.6 -0.4 -1.3
H 1.89601 1.37196 -1.36368 0.4 0.6 1.3
H 1.70025 -0.46299 0.38213 1.0 0.3 0.2
H 0.84123 -0.63817 -1.03170 0.6 0.6 0.9
H -2.27134 -1.15792 0.69653 1.3 0.3 -1.8
H -1.23170 -1.96147 -0.56521 -0.6 1.7 0.0
H -2.09539 -0.31408 -0.80702 -0.1 1.5 -1.5
```
Forces are in eV/Å.

***

Calculated total energy across the listed records, respectively: -33579.6632 -24077.4740 -17604.2074 eV.